Record 1
{
  "formula": "C23H21N5O2Pt",
  "method": "ωB97M-V/def2-TZVPD",
  "symbols": ["O", "H", "C", "C", "C", "H", "C", "H", "C", "H", "N", "H", "C", "C", "O", "C", "C", "H", "C", "H", "H", "H", "C", "C", "C", "H", "H", "C", "N", "C", "H", "C", "H", "H", "H", "N", "C", "H", "C", "H", "C", "C", "H", "C", "C", "H", "N", "Pt", "H", "N", "C", "H"],
  "positions_angstrom": [[-1.29, 3.25, -1.68], [6.02, 0.69, -1.40], [-1.43, 2.07, -1.41], [-5.58, -0.46, 0.13], [-0.95, 1.03, -2.44], [4.53, 1.63, -1.57], [-5.54, 0.82, -0.37], [0.36, 1.41, 4.87], [4.93, 0.63, -1.38], [6.05, 1.11, 1.09], [-0.28, -0.03, -1.95], [4.60, -0.03, -2.18], [-1.08, -0.03, -4.58], [-1.03, -1.24, 2.50], [-2.03, -3.18, 1.55], [-1.72, -2.02, 1.39], [0.33, 0.60, 2.89], [-4.40, -2.17, 0.72], [-1.34, 1.06, -3.77], [4.64, 0.70, 2.09], [-4.28, 2.49, -0.90], [-6.46, 1.34, -0.61], [-4.31, 1.46, -0.56], [-3.16, -0.52, 0.17], [4.49, 0.11, -0.01], [4.70, -1.99, -0.55], [0.56, -1.87, -2.28], [-3.12, 0.83, -0.25], [-1.93, -1.19, 0.32], [3.02, 0.06, 0.02], [-1.23, -0.31, 5.73], [-0.03, 0.63, 4.22], [4.56, 2.06, 0.96], [1.01, 1.32, 2.46], [-2.12, -2.04, 4.15], [-0.16, -0.32, 2.06], [-4.38, -1.13, 0.39], [-1.86, 1.93, -4.14], [-0.38, -1.11, -4.06], [-0.16, -1.99, -4.65], [5.03, -1.31, 0.23], [-1.42, -1.28, 3.83], [-6.53, -0.96, 0.30], [-0.92, -0.32, 4.70], [4.96, 1.06, 1.11], [4.71, -1.70, 1.20], [-1.87, 1.44, -0.32], [-0.11, -0.15, 0.07], [-1.41, -0.04, -5.61], [1.87, 0.02, 0.03], [0.01, -1.07, -2.74], [6.12, -1.28, 0.22]],
  "mulliken_charge": [-0.603, 0.405, -0.116, -0.608, 0.999, 0.387, -0.593, 0.384, -1.609, 0.420, -0.035, 0.388, -0.280, 1.071, -0.578, -0.081, 0.020, 0.410, -0.892, 0.376, 0.439, 0.373, -0.620, 0.465, 2.189, 0.389, 0.462, 0.495, -0.184, -0.106, 0.415, -0.750, 0.385, 0.476, 0.461, -0.065, -0.598, 0.471, -0.681, 0.397, -1.579, -0.985, 0.376, -0.235, -1.632, 0.376, -0.438, 0.423, 0.404, -0.854, -0.134, 0.398],
  "relative_energy_kcal_mol": 0.00,
  "spin_multiplicity": 1,
  "orbital_gap_ev": 6.07,
  "energy_ev": -38982.9698,
  "homo_ev": -6.1
}


Record 2
{
  "formula": "C36H45NO5PSScSi",
  "method": "ωB97M-V/def2-TZVPD",
  "symbols": ["C", "H", "P", "H", "Si", "C", "H", "H", "C", "C", "C", "H", "H", "H", "C", "C", "C", "H", "C", "C", "H", "C", "N", "H", "C", "H", "C", "O", "H", "C", "H", "H", "H", "H", "C", "H", "O", "H", "C", "H", "H", "H", "C", "H", "H", "H", "C", "H", "H", "H", "H", "C", "C", "C", "C", "H", "C", "H", "H", "C", "C", "H", "H", "O", "H", "H", "C", "H", "C", "C", "H", "C", "H", "H", "H", "H", "C", "H", "H", "C", "C", "C", "O", "C", "S", "Sc", "H", "C", "C", "H", "O"],
  "positions_angstrom": [[0.85, 3.55, -1.92], [-2.02, 3.46, 8.07], [0.33, -2.37, -0.46], [0.80, -4.35, -2.93], [1.66, 1.87, -2.06], [1.42, -0.49, 3.23], [0.79, 6.57, -3.49], [7.25, 2.27, -0.75], [-1.19, -3.42, -0.26], [2.16, -0.22, -5.63], [-1.75, 1.29, 3.81], [2.89, -0.90, -6.05], [1.79, -3.26, -3.90], [2.55, -5.03, 1.16], [0.86, -2.28, -2.23], [0.04, -1.13, 3.48], [1.13, 4.55, -2.86], [1.41, -2.88, 1.55], [-1.25, 3.67, 7.34], [5.31, 1.66, -0.09], [-0.82, 1.22, -6.34], [1.74, -4.71, 0.51], [-0.88, -0.88, 2.39], [4.08, 2.83, -3.55], [0.56, 5.81, -2.76], [-2.56, -2.18, -1.42], [1.49, -3.51, -2.88], [-1.55, 1.09, 1.20], [-0.30, 3.10, -0.15], [1.66, -3.19, 0.53], [-2.47, -1.75, 0.30], [0.82, -5.16, 0.89], [3.34, -2.82, -0.82], [-2.13, -5.28, -0.81], [0.08, 0.97, -5.79], [1.62, -1.49, -2.19], [1.52, 0.16, 2.08], [-1.08, -2.48, -3.20], [-2.71, 1.23, 4.81], [-1.45, -4.40, -2.18], [1.80, 4.34, -3.68], [0.40, 3.50, 5.19], [0.31, 1.54, -4.55], [0.20, -2.20, 3.60], [-0.28, 3.47, 7.79], [-3.57, 0.60, 4.68], [-0.61, 5.12, -0.77], [-1.11, -3.73, 0.79], [2.96, -1.45, 0.22], [-3.33, -3.19, -0.20], [0.12, 2.14, 3.16], [-1.28, -4.67, -1.14], [5.76, 2.61, -2.24], [6.21, 2.19, -1.00], [-0.63, 2.10, 3.94], [5.65, 1.33, 0.89], [3.49, 1.98, -1.66], [-0.38, -5.29, -1.09], [3.77, -2.86, 0.89], [2.38, 0.36, -4.38], [1.00, 0.09, -6.33], [-0.73, -0.85, -2.61], [-0.32, -0.77, 4.45], [0.97, 0.84, -1.01], [0.83, -0.36, -7.30], [3.29, 0.12, -3.84], [3.01, -2.54, 0.18], [0.06, -1.45, -4.06], [1.46, 1.24, -3.82], [4.41, 2.51, -2.57], [1.93, -5.10, -0.48], [-0.03, 3.86, -0.88], [-3.29, 1.97, 6.73], [-0.42, 2.23, -4.14], [-1.29, 5.34, 0.04], [6.45, 3.03, -2.96], [-2.54, 2.01, 5.95], [-1.29, 4.73, 7.09], [3.27, 1.14, 0.31], [-0.48, 2.87, 5.08], [3.96, 1.55, -0.42], [-2.46, -2.58, -0.41], [-3.32, -0.16, 2.34], [-0.31, 6.10, -1.71], [-1.95, 0.26, 2.40], [0.20, 0.13, 0.61], [-0.76, 7.08, -1.63], [-0.30, -1.74, -3.07], [-1.43, 2.83, 6.10], [2.38, -3.84, -2.35], [2.30, -0.60, 4.04]],
  "mulliken_charge": [0.552, 0.357, 0.381, 0.246, -1.863, 0.762, 0.396, 0.378, 0.776, -0.650, -0.249, 0.413, 0.439, 0.482, 1.725, -0.916, -0.240, -0.172, -1.429, -0.816, 0.392, -1.676, -0.161, 0.312, -0.714, 0.201, -1.553, -0.743, 0.270, 1.112, 0.112, 0.404, 0.209, 0.502, -0.739, -0.525, -0.472, 0.364, -0.404, 0.276, 0.273, 0.421, -0.275, 0.420, 0.339, 0.487, -0.697, 0.576, 0.338, 0.486, 0.471, -1.777, -0.690, -0.421, -0.255, 0.466, 0.581, 0.312, 0.510, -0.301, -0.512, 0.292, 0.414, 1.970, 0.377, 0.342, -1.712, 0.236, 0.873, -0.087, 0.253, -0.346, 0.315, 0.382, 0.449, 0.407, -0.832, 0.321, 0.536, -1.023, -0.437, -1.176, -0.742, -0.481, 1.666, -0.027, 0.375, -1.486, 1.039, 0.314, -0.702],
  "relative_energy_kcal_mol": 4.47,
  "spin_multiplicity": 1,
  "orbital_gap_ev": 9.54,
  "energy_ev": -98499.6721,
  "homo_ev": -9.0
}


Record 3
{
  "formula": "C5H7NO2",
  "method": "ωB97M-V/def2-TZVPD",
  "symbols": ["H", "H", "C", "H", "O", "N", "C", "H", "H", "H", "C", "C", "O", "C", "H"],
  "positions_angstrom": [[0.27, -0.69, 2.56], [2.12, -0.01, 1.51], [-0.04, 0.79, 1.03], [0.21, 1.54, 1.73], [-1.52, -1.18, -0.45], [-0.09, -0.66, 1.54], [0.88, -0.44, -0.65], [-1.45, -1.10, 0.64], [-0.99, 2.03, -0.57], [1.49, -0.85, -1.49], [-0.45, 1.06, -0.34], [-0.66, -0.31, -1.05], [0.88, 1.07, -0.97], [1.07, -0.30, 0.75], [-0.69, -0.21, -2.22]],
  "mulliken_charge": [0.315, 0.259, -0.292, 0.440, -0.667, -0.630, -0.361, 0.418, 0.410, 0.432, -0.137, 0.001, -0.453, -0.079, 0.344],
  "relative_energy_kcal_mol": 127.70,
  "spin_multiplicity": 1,
  "orbital_gap_ev": 9.95,
  "energy_ev": -10878.0796,
  "homo_ev": -9.4
}


Record 4
{
  "formula": "C7H12",
  "method": "ωB97M-V/def2-TZVPD",
  "symbols": ["C", "C", "H", "C", "H", "C", "C", "H", "H", "H", "H", "C", "H", "H", "H", "C", "H", "H", "H"],
  "positions_angstrom": [[-0.95, 0.28, 0.38], [1.58, 1.12, 0.91], [1.06, 0.03, -2.36], [0.73, -0.32, 0.47], [1.25, 1.89, 0.20], [1.44, -1.49, 0.71], [-0.39, -0.44, -0.73], [-2.88, 1.13, 0.63], [1.81, -1.66, 1.71], [2.49, 0.70, 0.46], [-2.96, -0.65, 0.42], [-2.34, 0.19, 0.90], [-0.06, 1.31, -1.85], [-2.59, -0.09, 1.98], [-0.65, -1.54, -0.90], [0.05, 0.24, -2.01], [1.79, -2.16, -0.07], [1.33, 1.49, 1.92], [-0.71, -0.05, -2.79]],
  "mulliken_charge": [-0.220, -1.104, 0.280, 0.267, 0.277, -0.722, 0.373, 0.284, 0.300, 0.416, 0.317, -1.181, 0.366, 0.290, 0.371, -1.247, 0.274, 0.312, 0.346],
  "relative_energy_kcal_mol": 184.67,
  "spin_multiplicity": 1,
  "orbital_gap_ev": 5.78,
  "energy_ev": -7445.4234,
  "homo_ev": -6.6
}


Record 5
{
  "formula": "C10H13O3",
  "method": "ωB97M-V/def2-TZVPD",
  "symbols": ["H", "C", "C", "H", "H", "O", "C", "H", "H", "C", "C", "C", "H", "H", "H", "C", "H", "O", "H", "O", "C", "H", "C", "C", "H", "H"],
  "positions_angstrom": [[1.90, -2.21, -1.29], [1.54, 1.09, -1.49], [1.95, -1.22, -0.95], [-4.10, -0.61, -1.06], [-3.76, 1.07, -1.53], [1.25, 1.85, -2.42], [1.42, -0.35, -1.80], [2.30, 0.74, 1.77], [3.60, -2.50, 0.84], [2.41, -0.88, 0.40], [-3.35, 0.20, -1.21], [2.14, 0.40, 0.80], [1.98, -2.65, 1.72], [-1.72, 1.40, -0.05], [-1.58, 1.66, 1.91], [1.79, 1.39, -0.12], [-1.74, -0.14, 0.10], [-2.54, 1.40, 2.31], [3.47, -1.52, 2.16], [-4.14, 0.01, 1.87], [2.89, -1.94, 1.30], [1.01, -0.62, -2.82], [-3.26, 0.66, 1.37], [-2.53, 0.60, 0.08], [1.71, 2.36, 0.15], [-2.66, -0.19, -2.03]],
  "mulliken_charge": [0.356, 0.296, -0.319, 0.304, 0.378, -0.818, -0.515, 0.423, 0.432, 0.406, -1.187, -0.398, 0.141, 0.265, 0.365, -0.910, 0.227, -0.548, 0.333, -0.557, -1.270, 0.282, 0.773, -0.363, 0.604, 0.302],
  "relative_energy_kcal_mol": 72.35,
  "spin_multiplicity": 1,
  "orbital_gap_ev": 5.86,
  "energy_ev": -16722.6478,
  "homo_ev": -2.7,
  "total_charge": -1
}